Entry 1:
{
  "formula": "C12H33BeN3O3",
  "method": "ωB97M-V/def2-TZVPD",
  "elements": ["Be", "C", "C", "C", "O", "C", "N", "H", "H", "H", "H", "H", "H", "H", "H", "H", "H", "H", "C", "C", "C", "O", "C", "N", "H", "H", "H", "H", "H", "H", "H", "H", "H", "H", "H", "C", "C", "C", "O", "C", "N", "H", "H", "H", "H", "H", "H", "H", "H", "H", "H", "H"],
  "xyz": [[24.90800, 7.37800, -6.86800], [24.18300, 1.85300, -4.12600], [24.46900, 3.27200, -4.60200], [25.97100, 3.43400, -5.14400], [25.99700, 4.54300, -6.05100], [27.29900, 4.69600, -6.73600], [23.57800, 3.83900, -5.58100], [24.22100, 1.12600, -4.89200], [23.19100, 1.59300, -3.75000], [24.73100, 1.49300, -3.37900], [24.31000, 3.93500, -3.75800], [26.40300, 2.55200, -5.61200], [26.58600, 3.50700, -4.26600], [28.10700, 4.84100, -6.07900], [27.27100, 5.65200, -7.35200], [27.58200, 3.82000, -7.22100], [22.65500, 3.62100, -5.19300], [23.50000, 3.22400, -6.41300], [24.97900, 7.57100, -10.72700], [25.33200, 7.91400, -9.32200], [24.38300, 9.04900, -8.83100], [24.00700, 8.74400, -7.41900], [23.08200, 9.67400, -7.08600], [25.23700, 6.84000, -8.36200], [25.55000, 6.70600, -11.11000], [25.13600, 8.35400, -11.46500], [23.92300, 7.23400, -10.94900], [26.36100, 8.28100, -9.35400], [23.59700, 9.19400, -9.60300], [24.91900, 9.90300, -8.70500], [22.32600, 9.88500, -7.85300], [23.61000, 10.58600, -6.86700], [22.64100, 9.36400, -6.08400], [25.99100, 6.15900, -8.77000], [24.46600, 6.22800, -8.68500], [23.60500, 6.87500, -3.45200], [24.23000, 7.39500, -4.72100], [25.78600, 7.45700, -4.71200], [26.22200, 7.70200, -6.05600], [27.61100, 7.88400, -6.05900], [23.81700, 6.64800, -5.91600], [22.98000, 7.57000, -2.91900], [24.42900, 6.77400, -2.68300], [22.83700, 6.05200, -3.46700], [23.94200, 8.42300, -4.72600], [26.16400, 6.49300, -4.34000], [25.98400, 8.30400, -3.99600], [27.88700, 8.73700, -5.43800], [27.80400, 8.01800, -7.14800], [28.15400, 7.07500, -5.65900], [22.76100, 6.60300, -6.04600], [23.92000, 5.65800, -5.58000]],
  "charge": 2
}

Entry 2:
{
  "formula": "C12H33Cl2N3O3Pd",
  "method": "ωB97M-V/def2-TZVPD",
  "elements": ["Pd", "Cl", "Cl", "C", "C", "C", "O", "C", "N", "H", "H", "H", "H", "H", "H", "H", "H", "H", "H", "H", "C", "C", "C", "O", "C", "N", "H", "H", "H", "H", "H", "H", "H", "H", "H", "H", "H", "C", "C", "C", "O", "C", "N", "H", "H", "H", "H", "H", "H", "H", "H", "H", "H", "H"],
  "xyz": [[1.23706, 1.44220, 0.15410], [2.80910, 3.31016, -0.62960], [2.19691, 0.67009, 2.40038], [3.04618, -1.54559, -2.92949], [2.22560, -1.25723, -1.69258], [2.30452, -2.36230, -0.65162], [1.36983, -2.19899, 0.38722], [1.64618, -3.01691, 1.46901], [2.57645, 0.04108, -1.06384], [2.77945, -0.88013, -3.75053], [2.75238, -2.54949, -3.23600], [4.12344, -1.50253, -2.76903], [1.18748, -1.27553, -2.02436], [3.35877, -2.50852, -0.41655], [2.03434, -3.26224, -1.20411], [0.94565, -2.76706, 2.26584], [2.62588, -2.90477, 1.93346], [1.40901, -4.06648, 1.29511], [3.41022, -0.08011, -0.50685], [2.88523, 0.69422, -1.76965], [-1.43333, -1.61455, -1.10014], [-1.55086, -0.86554, 0.28288], [-2.04406, -1.76601, 1.44585], [-2.22030, -1.02815, 2.63042], [-2.52690, -1.86017, 3.72986], [-0.30918, -0.22903, 0.52721], [-0.66481, -2.38751, -1.09792], [-1.19851, -0.85536, -1.84619], [-2.45232, -1.96094, -1.27265], [-2.31182, -0.10215, 0.12082], [-1.36462, -2.61189, 1.55054], [-3.03268, -2.09753, 1.12831], [-2.89433, -1.34658, 4.61829], [-1.59896, -2.29110, 4.10580], [-3.27935, -2.59483, 3.44318], [-0.32300, -0.06119, 1.52306], [0.29870, -1.02996, 0.43180], [-2.22395, 4.10421, 0.93050], [-1.34770, 2.96959, 0.40928], [-0.89962, 3.15775, -1.03933], [-0.05079, 2.09383, -1.44989], [-0.33397, 1.72325, -2.76564], [-0.14289, 2.89440, 1.28570], [-3.14226, 4.29273, 0.37438], [-1.76293, 5.07461, 1.11458], [-2.49184, 3.81165, 1.94576], [-1.84671, 2.00069, 0.42659], [-0.38422, 4.11056, -1.16018], [-1.78607, 3.24641, -1.66736], [0.28291, 0.88185, -3.08124], [-0.24414, 2.46155, -3.56248], [-1.35084, 1.33277, -2.80573], [-0.42231, 2.70081, 2.23677], [0.12997, 3.86599, 1.32624]],
  "s_squared": 2.005,
  "multiplicity": 3
}

Entry 3:
{
  "formula": "C12H33CsN4O3PSSe4",
  "method": "ωB97M-V/def2-TZVPD",
  "elements": ["Cs", "Se", "Se", "Se", "Se", "N", "C", "C", "C", "C", "N", "H", "H", "H", "H", "H", "H", "H", "H", "H", "H", "H", "H", "C", "O", "P", "O", "C", "O", "C", "H", "H", "H", "H", "H", "H", "H", "H", "H", "C", "N", "C", "C", "S", "N", "C", "C", "H", "H", "H", "H", "H", "H", "H", "H", "H", "H", "H", "H"],
  "xyz": [[-1.26214, -1.28118, -0.02037], [-1.40366, 0.64650, 2.55846], [-2.33574, -1.38754, 3.13989], [-4.20462, -1.78692, 1.87936], [-3.69614, -3.33601, 0.25423], [2.07765, -2.34414, 0.70732], [2.95491, -2.57789, -0.42699], [2.94870, -1.36538, -1.35541], [3.84066, -0.23635, -0.84646], [3.60978, 1.07295, -1.59744], [2.21988, 1.49862, -1.46956], [2.33596, -1.47214, 1.16409], [2.16949, -3.08911, 1.39100], [2.57123, -3.45292, -0.96299], [3.99634, -2.79908, -0.12307], [1.92705, -0.99717, -1.42690], [3.26958, -1.66390, -2.35516], [4.89429, -0.51598, -0.93547], [3.63805, -0.04553, 0.20978], [3.82590, 0.94581, -2.66697], [4.31577, 1.81928, -1.19454], [2.13380, 2.46835, -1.75916], [1.95936, 1.46100, -0.48584], [0.54505, -1.59956, -5.47162], [-0.40533, -0.79065, -4.82182], [-0.34234, -0.68139, -3.15285], [-1.52743, 0.42385, -3.05545], [-1.18404, 1.74906, -3.41781], [-1.14549, -1.99486, -2.68753], [-2.41432, -2.35581, -3.23652], [0.24144, -1.67369, -6.51787], [0.58139, -2.59969, -5.03193], [1.54173, -1.15338, -5.41954], [-2.02286, 2.38853, -3.14266], [-1.01161, 1.81094, -4.49556], [-0.28501, 2.07246, -2.88785], [-2.72037, -3.26996, -2.73220], [-2.34234, -2.52607, -4.31259], [-3.16368, -1.58967, -3.04358], [1.60792, 3.32995, 5.35977], [2.15033, 2.43010, 4.37440], [1.80422, 1.04182, 4.55819], [2.72867, 2.84588, 3.24617], [3.15909, 1.79699, 2.04440], [3.01797, 4.22465, 3.15040], [4.22687, 4.59464, 3.86669], [3.05320, 4.72331, 1.78864], [0.57789, 3.04220, 5.57761], [1.62676, 4.34506, 4.97330], [2.19294, 3.27421, 6.28365], [1.80144, 0.81728, 5.62324], [2.53012, 0.40895, 4.05250], [0.81244, 0.83018, 4.13768], [4.17994, 4.23691, 4.89265], [4.32344, 5.68143, 3.86754], [5.11873, 4.16795, 3.38199], [2.15870, 4.39133, 1.26655], [3.93654, 4.37092, 1.24189], [3.06541, 5.81375, 1.82072]],
  "charge": -1
}

Entry 4:
{
  "formula": "C12H33F6N4O4P",
  "method": "ωB97M-V/def2-TZVPD",
  "elements": ["O", "H", "H", "H", "P", "F", "F", "F", "F", "F", "F", "O", "C", "N", "C", "H", "H", "H", "H", "H", "O", "C", "N", "C", "H", "H", "H", "H", "H", "O", "C", "N", "C", "H", "H", "H", "H", "H", "C", "C", "N", "C", "C", "C", "C", "H", "H", "H", "H", "H", "H", "H", "H", "H", "H", "H", "H", "H", "H", "H"],
  "xyz": [[7.98611, -34.53753, -5.80330], [7.41559, -35.27196, -5.56512], [8.91221, -34.77453, -5.71521], [7.73959, -34.11534, -6.62950], [11.40806, -31.73285, -0.28265], [12.84549, -31.62109, -0.98309], [10.94111, -30.38419, -1.06022], [10.81086, -32.52198, -1.59731], [10.06993, -31.91380, 0.54677], [11.97860, -33.15290, 0.32863], [12.01232, -30.83908, 0.93968], [12.91260, -35.42001, -6.01754], [13.94191, -35.96343, -5.71634], [14.65659, -35.61507, -4.62277], [14.65773, -36.96263, -6.67295], [14.23087, -35.02977, -3.91830], [15.62072, -35.87549, -4.47204], [13.88735, -37.20233, -7.40587], [15.05300, -37.83415, -6.15112], [15.52937, -36.44438, -7.07265], [7.89598, -38.52069, -9.87064], [7.85743, -39.10056, -10.89679], [6.79777, -39.49085, -11.52450], [9.06093, -39.51294, -11.65668], [5.91837, -39.29575, -11.06769], [6.80094, -39.79481, -12.48768], [10.04008, -39.57980, -11.18245], [9.13297, -38.89548, -12.55203], [9.04540, -40.59110, -11.81611], [4.52971, -38.04521, -4.80360], [3.55417, -38.74836, -4.66856], [2.49833, -38.29569, -4.03371], [3.73107, -40.25571, -4.99317], [2.68019, -37.42294, -3.55900], [1.67977, -38.79482, -3.71602], [2.83211, -40.86642, -4.90954], [4.37864, -40.76794, -4.28158], [4.13568, -40.38405, -5.99713], [8.78261, -30.44380, -11.15893], [8.67375, -31.52099, -9.97081], [7.26807, -31.91686, -9.61837], [6.53600, -32.61310, -10.68757], [5.30892, -33.43162, -10.09025], [6.43611, -30.82573, -9.21649], [7.03328, -30.12713, -7.94384], [9.82524, -30.37235, -11.46865], [8.40555, -29.46988, -10.84683], [8.14225, -30.68820, -12.00645], [9.09477, -32.48427, -10.25879], [9.13771, -31.30093, -9.00936], [6.25065, -31.88941, -11.45108], [7.10416, -33.37467, -11.22171], [4.88116, -34.24221, -10.68023], [5.37737, -33.87796, -9.09819], [4.54600, -32.66341, -9.96412], [5.40893, -31.10173, -8.97816], [6.46030, -30.12508, -10.05111], [6.30889, -29.35415, -7.68724], [7.93592, -29.58599, -8.22761], [7.31031, -30.65777, -7.03291]]
}

Energy above the lowest of the compared OMol25 structures with the same formula, charge and spin across the listed records, respectively: 1.1335; 1.3608; 1.1488; 4.0529 eV.
M across the listed records, respectively: 276.4; 444.7; 793.2; 442.4 g/mol.